MnNOS4Se2Te2 as an isolated structure, computed with the ωB97M-V functional and the def2-TZVPD basis.

Results
- Charge: -1
- Kohn-Sham gap (alpha / beta): 6.0 / 4.4 eV
- HOMO (alpha / beta): -4.12 / -4.08 eV
- Spin multiplicity: 2

Element x y z (Å)
O 0.630 -2.222 -0.955
N 0.336 -1.261 -0.374
Te -3.379 1.820 1.071
Te -2.104 3.406 -0.720
Mn 0.048 0.083 0.461
Se -2.411 -0.298 0.280
Se 0.019 2.267 -0.885
S 2.314 0.594 0.514
S -0.160 -0.174 2.630
S 2.957 -0.572 2.080
S 1.738 0.076 3.569

Atomic partial charges in e from the Mulliken method, atoms 1 to 5: O -0.450; N 0.208; Te 0.023; Te 0.090; Mn 0.208

***

One molecule with the formula N2 at a distorted geometry, computed with the ωB97M-V functional and the def2-TZVPD basis.

Results
- Structure (SMILES): N#N
- Charge: 0
- Kohn-Sham gap: 11.3 eV
- Relative energy (zero: lowest compared OMol25 entry of this formula, charge and spin): 561.7 kJ/mol
- HOMO: -12.88 eV

Element x y z (Å)
N 0.460 0.513 -0.298
N -0.460 -0.513 0.298

Population analysis type Mulliken, resulting atomic charges in e: N 0.000; N 0.000

***

One molecule with the formula N2O3S at a distorted geometry, computed with the ωB97M-V functional and the def2-TZVPD basis.

Results
- Structure (SMILES): O=NS[N+](=O)[O-]
- Charge: 0
- Kohn-Sham gap (alpha / beta): 7.6 / 7.9 eV
- Relative energy (zero: lowest compared OMol25 entry of this formula, charge and spin): 606.6 kJ/mol
- HOMO (alpha / beta): -9.44 / -9.63 eV

Element x y z (Å)
N -0.722 1.059 0.800
O 0.014 1.936 1.177
S -0.159 -0.766 -0.234
O 1.906 -1.446 -1.613
O -1.837 0.736 1.036
N 0.799 -1.520 -1.166

Atomic partial charges in e from the Mulliken method, atoms 1 to 5: N 0.664; O -0.451; S 0.235; O -0.358; O -0.405

***

A 2-piece molecular cluster, N2O3S overall at a distorted geometry, computed with the ωB97M-V functional and the def2-TZVPD basis.

Results
- Charge: 0
- Kohn-Sham gap: 10.6 eV
- Relative energy (zero: lowest compared OMol25 entry of this formula, charge and spin): 197.5 kJ/mol
- HOMO: -11.92 eV

Element x y z (Å)
O -1.533 -0.221 1.828
O -0.405 -0.685 -1.418
O 0.758 1.387 -1.755
S 0.896 0.009 -1.459
N -0.433 -0.236 1.479
N 0.717 -0.255 1.324

Atomic partial charges in e from the Mulliken method, atoms 1 to 5: O -0.496; O -0.411; O -0.349; S 0.740; N 0.865

***

Number 1: calculated total energy -8212.73005 Eh. Number 2: calculated total energy -109.33865 Eh. Number 3: calculated total energy -733.18693 Eh. Number 4: calculated total energy -733.34274 Eh.